{"formula": "C5H11N3", "method": "the ωB97M-V functional and the def2-TZVPD basis", "homo_lumo_gap_ev": 9.07, "homo_energy_ev": -8.2, "total_energy_ha": -361.29323, "total_charge": 0, "smiles": "[H]/N=C\\[C@@H](C)/C(C)=N\\N", "species": ["H", "N", "C", "C", "C", "C", "C", "N", "N", "H", "H", "H", "H", "H", "H", "H", "H", "H", "H"], "xyz": [[-1.4951, 2.2989, -1.0105], [-0.9091, 2.5616, -0.2124], [-0.1530, 1.6042, 0.1847], [0.2151, 0.2855, -0.7241], [1.7071, 0.1069, -0.8919], [-0.5620, -0.6180, 0.1806], [-1.9030, -1.0924, -0.3382], [-0.2887, -0.9527, 1.4347], [0.9605, -0.7067, 1.8727], [0.5282, 1.7745, 1.0306], [-0.2882, 0.3552, -1.6924], [1.9484, -0.9220, -1.1789], [2.2943, 0.3778, -0.0102], [2.0722, 0.7802, -1.6772], [-2.6556, -0.3192, -0.1666], [-2.2109, -2.0117, 0.1658], [-1.8559, -1.3184, -1.4062], [0.9768, -0.7824, 2.8922], [1.6188, -1.4213, 1.5472]], "atomic_forces_ev_per_a": [[0.5, 0.0, -0.1], [0.0, -1.3, 1.2], [1.0, 1.0, -3.1], [-0.8, 1.6, 2.3], [0.6, 0.3, -0.3], [0.1, -2.1, 2.4], [0.1, 0.0, 0.2], [-2.8, -0.4, -3.6], [2.8, 0.7, 1.4], [-0.5, -0.3, -0.1], [0.0, 0.1, 0.2], [0.0, 0.1, 0.0], [-0.4, -0.2, 0.0], [-0.1, -0.2, -0.1], [-0.1, 0.0, -0.1], [0.0, 0.3, 0.1], [0.0, 0.2, 0.0], [-0.2, -0.1, -0.4], [-0.3, 0.4, -0.1]]}